# 1
This record from the OMol25 dataset describes a structure of composition C33H48AsCl3F6N7PS2Ti at a distorted geometry. The level of theory is wB97M-V/def2-TZVPD.

Last column: Mulliken charge in e.
Atoms and positions in Å:
C1 -2.437 -3.175 0.017  -1.705
H1 2.896 -1.188 -1.759  0.537
F1 -0.604 -3.998 -2.249  -0.457
H2 0.053 3.797 -1.451  -0.004
C2 -1.467 2.891 -2.663  0.396
C3 -1.050 -1.052 2.299  -0.433
H3 -1.964 -2.677 0.850  0.141
H4 -4.605 1.374 0.840  0.752
C4 2.365 -3.001 2.109  -1.716
H5 -2.450 -1.317 3.959  0.337
C5 -1.481 -1.565 3.564  -0.938
H6 2.337 2.877 -1.674  0.282
H7 -3.419 -3.532 0.330  0.547
H8 3.390 1.986 1.420  0.502
H9 3.152 -3.008 2.864  0.524
H10 -3.237 0.974 -0.190  -0.089
H11 2.161 -4.038 1.836  0.459
C6 4.175 1.573 -3.156  -0.909
F2 0.435 -1.999 -1.296  -0.406
H12 2.050 1.880 0.288  0.002
H13 4.954 1.700 -3.908  0.312
H14 -3.115 2.281 1.003  0.099
C7 -3.076 0.270 1.881  1.102
H15 1.358 1.903 3.870  0.641
P1 1.344 0.656 -2.089  3.882
C8 1.053 -0.268 1.125  0.313
N1 -1.493 1.681 -2.154  0.638
C9 -0.750 4.087 -2.118  -1.255
Cl1 -2.629 5.004 1.074  -0.071
H16 -3.574 0.356 4.029  0.441
H17 2.731 -2.500 1.221  -0.004
C10 1.027 0.088 -3.835  -1.331
C11 2.303 1.924 1.347  -1.614
C12 1.759 0.692 2.129  2.305
H18 1.234 -3.395 4.495  0.468
C13 0.642 -2.745 3.860  -1.069
H19 0.161 0.625 -4.231  0.531
H20 4.139 -0.282 -5.020  0.334
C14 3.374 -0.386 -4.250  -0.952
C15 -2.467 -0.565 -2.579  -0.410
C16 -2.580 -2.277 -1.165  0.309
H21 0.081 -2.159 0.896  -0.564
S1 -3.354 -2.903 -2.543  -0.248
H22 -1.449 4.730 -1.579  0.371
H23 -0.328 4.682 -2.927  0.541
H24 -0.087 1.574 2.913  -0.876
H25 3.139 -1.440 -4.120  0.408
H26 3.472 0.274 -0.956  0.327
C17 -4.100 -0.869 1.830  -1.438
Cl2 -1.017 4.214 3.341  -0.045
N2 3.001 2.332 -3.587  0.163
H27 -1.841 -4.042 -0.261  0.593
H28 -1.642 -2.061 6.213  0.397
N3 -2.157 -1.035 -1.304  1.327
As1 0.943 -3.709 -1.550  2.309
H29 3.251 1.861 -5.597  0.307
F3 1.547 -3.220 -3.090  -0.448
C18 2.489 1.744 -4.827  -1.034
C19 1.963 2.360 -2.562  -1.636
N4 -0.516 2.146 0.431  0.677
F4 2.453 -3.309 -0.819  -0.444
C20 -1.142 -2.850 5.651  -1.897
H30 0.790 -0.973 -3.818  0.305
H31 1.907 2.864 1.742  0.057
H32 -0.320 -3.243 6.247  0.441
C21 0.847 1.145 3.271  -0.688
H33 -3.489 0.998 -4.755  0.471
N5 2.174 0.326 -4.706  0.160
C22 -0.767 3.130 0.945  -0.898
H34 -3.838 -1.705 2.477  0.211
Ti1 -0.544 0.241 -0.188  -1.074
H35 -3.391 -1.334 -4.407  0.507
F5 0.287 -4.048 0.018  -0.436
C23 3.021 -0.118 -1.871  -1.553
C24 1.107 -2.391 2.654  -0.514
H36 4.533 1.980 -2.208  0.419
S2 -2.371 3.062 -4.096  -0.232
H37 -4.210 -1.239 0.810  0.256
C25 -3.519 1.286 0.818  -1.442
C26 -2.265 0.839 -2.941  -1.029
C27 2.984 0.036 2.790  -1.775
N6 -1.710 -0.235 1.523  1.387
H38 1.844 -0.658 0.477  0.714
C28 -3.115 0.974 3.259  -1.572
C29 -1.046 4.444 1.599  0.784
H39 1.592 2.288 -5.133  0.378
H40 2.706 -0.768 3.468  0.392
F6 1.413 -5.331 -1.776  -0.459
H41 -3.713 1.885 3.190  0.436
H42 -2.117 1.249 3.602  0.125
C30 -3.090 -1.456 -3.380  -0.613
H43 -1.863 -3.658 5.504  0.329
N7 3.911 0.150 -2.998  0.188
H44 0.604 0.313 3.936  0.148
C31 0.297 -1.502 1.753  2.534
Cl3 0.198 5.523 1.109  -0.047
H45 3.677 -0.359 2.043  0.387
C32 -2.829 1.430 -4.022  -0.365
H46 3.517 0.786 3.381  0.552
H47 1.126 2.931 -2.962  0.417
H48 -5.070 -0.486 2.153  0.639
C33 -0.666 -2.346 4.318  0.177

Force components x, y, z for each atom (eV/Å):
C -0.164 -0.090 -0.106
H -0.015 -0.247 0.087
F -0.204 -0.062 -0.130
H -0.003 0.010 0.015
C 0.208 0.061 0.192
C 0.058 -0.079 0.145
H -0.026 0.024 0.016
H -0.011 0.036 0.011
C 0.051 0.051 0.151
H -0.016 0.067 -0.010
C 0.027 0.071 -0.080
H 0.013 0.033 -0.015
H -0.024 0.062 0.025
H -0.009 0.002 -0.017
H -0.033 -0.005 0.016
H -0.073 -0.028 0.018
H -0.013 0.023 -0.062
C -0.131 -0.068 0.025
F -0.019 0.130 0.143
H 0.007 0.007 0.016
H 0.015 0.004 -0.015
H -0.014 -0.082 -0.029
C -0.009 -0.078 -0.021
H -0.005 -0.036 0.013
P 0.378 0.061 -0.090
C -0.042 -0.099 0.522
N -0.288 -0.459 0.010
C -0.225 0.048 0.114
Cl -0.210 0.042 -0.085
H 0.026 0.006 0.001
H 0.000 0.006 0.066
C 0.087 0.069 0.027
C -0.059 -0.022 0.057
C 0.072 0.066 -0.129
H -0.054 -0.007 -0.025
C -0.136 0.023 0.218
H -0.027 0.002 -0.003
H 0.007 -0.009 -0.012
C -0.113 0.164 0.111
C -0.012 0.213 0.285
C 0.057 0.059 0.255
H -0.074 -0.010 0.121
S -0.108 -0.178 -0.059
H -0.022 -0.004 0.037
H 0.004 -0.007 0.000
H -0.002 -0.029 0.008
H -0.021 -0.077 0.013
H 0.011 -0.021 0.031
C -0.032 -0.043 0.000
Cl -0.078 -0.040 0.187
N -0.040 0.078 -0.012
H -0.088 0.080 0.043
H -0.018 -0.005 -0.010
N 0.189 0.144 -0.497
As 0.410 -0.106 -0.410
H 0.011 0.010 -0.014
F 0.060 0.100 -0.087
C -0.008 -0.087 0.155
C -0.037 -0.117 -0.078
N -0.122 0.776 0.507
F 0.121 0.111 -0.079
C 0.052 -0.010 -0.064
H -0.016 -0.146 0.002
H 0.024 -0.021 -0.011
H -0.007 0.023 0.004
C 0.016 -0.004 -0.007
H 0.026 -0.004 0.028
N -0.005 -0.071 -0.066
C -0.235 1.211 0.615
H 0.009 -0.014 -0.042
Ti -0.080 -1.294 -1.617
H -0.037 0.034 0.059
F 0.086 -0.176 0.240
C 0.010 0.179 -0.167
C 0.021 -0.122 -0.280
H 0.027 0.009 0.002
S -0.012 0.123 -0.165
H 0.001 0.006 0.007
C 0.174 0.041 -0.036
C 0.116 -0.004 0.236
C 0.026 -0.011 -0.037
N -0.143 0.139 0.469
H -0.067 -0.104 -0.108
C 0.012 0.001 -0.031
C -0.228 -1.099 -0.039
H -0.002 0.012 -0.030
H 0.004 0.000 0.002
F 0.007 -0.065 0.014
H 0.002 -0.018 0.013
H -0.031 0.010 -0.034
C -0.076 -0.126 -0.226
H 0.018 -0.002 -0.002
N 0.031 -0.090 0.049
H -0.019 0.009 -0.031
C 0.075 0.420 0.143
Cl 0.813 0.804 -0.335
H -0.017 0.023 0.020
C -0.107 0.015 -0.206
H -0.001 -0.019 -0.021
H 0.116 -0.051 -0.003
H 0.019 -0.020 -0.005
C 0.173 -0.138 0.089

The calculation puts the molar mass at 981.0 g mol⁻¹. As for the expectation value of S²: 0.759. As for the net charge: +1. The calculation puts the HOMO energy (spin up / spin down) at -10.429 / -10.449 eV. The spin multiplicity is 2. The energy above the lowest of the compared OMol25 structures with the same formula, charge and spin comes out at 11.7 kcal/mol. The value obtained for the gap between HOMO and LUMO (spin up / spin down) is 7.12 / 7.26 eV.

# 2
This record from the OMol25 dataset describes a structure of composition C12H25N2O2P2STl at a distorted geometry. The level of theory is wB97M-V/def2-TZVPD.

Last column: Mulliken charge in e.
Atoms and positions in Å:
H1 -1.491 0.536 -4.085  0.458
C1 0.000 0.000 4.215  0.517
C2 1.630 2.496 -0.182  -1.104
H2 -2.653 -0.757 -2.258  0.549
H3 0.258 -3.568 -2.577  0.311
H4 0.856 -1.304 0.215  -0.270
Tl1 0.000 0.000 0.900  2.559
S1 0.000 0.000 5.835  -0.393
H5 -3.290 1.238 0.150  0.323
H6 -2.849 -2.590 1.587  0.381
P1 -2.013 -0.824 0.176  0.131
H7 -3.732 0.213 1.544  0.375
H8 -0.783 1.295 1.622  -0.349
O1 0.611 -3.730 0.406  -0.816
C3 3.548 0.439 0.681  -1.277
H9 0.100 2.404 -4.643  0.400
H10 0.324 -3.904 1.321  0.268
H11 -1.192 -1.717 -1.880  0.188
H12 -3.449 -2.815 -0.104  0.381
H13 3.165 2.816 2.533  0.422
C4 2.293 2.150 2.652  -1.215
H14 3.784 -0.343 1.423  0.350
H15 1.395 2.731 2.916  0.320
C5 -1.723 -0.758 -1.663  -0.886
H16 1.007 3.254 0.332  0.369
C6 0.902 2.485 -2.627  -0.899
H17 2.484 1.429 3.464  0.341
H18 -0.200 -3.859 -1.144  0.409
H19 3.441 -0.046 -0.303  0.325
H20 -4.389 -0.180 -0.089  0.411
C7 0.829 1.942 -1.338  0.702
H21 1.599 3.303 -2.829  0.432
N1 0.000 0.000 2.900  -0.873
H22 4.364 1.182 0.654  0.394
O2 -0.557 -3.693 -2.059  -0.711
C8 -2.582 -2.534 0.518  -1.071
P2 1.926 1.190 1.129  0.024
C9 -0.844 0.411 -2.029  0.592
N2 -0.022 0.912 -1.059  -0.101
H23 -1.737 -3.211 0.328  0.258
C10 -3.514 0.205 0.463  -1.247
H24 0.712 -2.731 0.395  -0.197
H25 2.551 2.995 -0.531  0.487
C11 0.064 1.986 -3.632  -0.396
C12 -0.823 0.949 -3.324  -0.870

Force components x, y, z for each atom (eV/Å):
H 0.248 0.170 0.278
C 0.051 -0.393 -8.423
C 0.147 0.083 0.372
H 0.361 0.021 0.322
H -0.494 -0.147 0.182
H 1.049 -1.746 -0.816
Tl -0.516 -2.594 -0.212
S -0.031 0.180 -0.909
H -0.110 -0.338 0.160
H 0.062 0.038 -0.413
P -5.253 -2.077 -1.802
H 0.118 0.025 -0.402
H -1.733 3.365 -0.182
O -0.186 0.404 0.785
C 0.067 0.183 -0.087
H -0.017 -0.175 0.415
H 0.204 -0.127 -0.511
H -0.274 0.531 0.009
H 0.347 0.005 0.268
H -0.386 -0.243 -0.005
C -0.060 0.017 -0.079
H -0.094 0.295 -0.274
H 0.309 -0.219 -0.041
C -0.047 -0.430 0.288
H 0.224 -0.271 -0.214
C -0.109 -0.107 0.051
H -0.092 0.290 -0.322
H -0.296 0.026 -0.652
H 0.109 0.136 0.323
H 0.406 0.147 0.205
C -0.768 -0.578 -0.521
H -0.261 -0.318 0.077
N 0.529 -1.483 16.109
H -0.303 -0.358 -0.033
O 0.834 -0.024 0.304
C -0.088 -0.002 -0.219
P 5.548 3.480 0.365
C 0.941 0.853 0.042
N -0.006 2.241 -5.022
H -0.422 0.148 0.041
C 0.127 -0.001 -0.064
H 0.205 -0.567 -0.120
H -0.377 -0.248 0.125
C -0.022 -0.207 0.494
C 0.057 0.013 0.107

The calculation puts the molar mass at 527.7 g mol⁻¹. As for the net charge: 0. The calculation puts the HOMO energy at -5.718 eV. The energy above the lowest of the compared OMol25 structures with the same formula, charge and spin comes out at 75.7 kcal/mol. The value obtained for the gap between HOMO and LUMO is 5.71 eV.